[1]
{"formula": "C14H10ClI2N3NiOS", "method": "ωB97M-V/def2-TZVPD", "symbols": ["I", "I", "Ni", "Cl", "S", "O", "N", "N", "N", "C", "C", "C", "C", "C", "C", "C", "C", "C", "C", "C", "C", "C", "C", "H", "H", "H", "H", "H", "H", "H", "H", "H", "H"], "positions_angstrom": [[-0.263, 0.143, 3.886], [5.388, 0.799, 2.098], [-0.869, 0.699, -1.373], [-2.236, 3.406, -1.929], [-2.967, 0.089, -1.896], [-0.654, 0.217, 0.703], [-3.535, -2.405, -1.088], [-2.929, -0.896, 0.575], [1.076, 0.539, -1.305], [-0.702, 2.511, -1.761], [1.901, 0.683, -2.316], [3.373, 0.623, 1.592], [-3.022, -1.813, 1.545], [1.085, 0.347, 2.317], [-3.426, -3.075, 1.220], [2.454, 0.488, 2.597], [1.568, 0.505, -0.028], [3.286, 0.818, -2.142], [0.579, 0.340, 1.022], [2.945, 0.640, 0.239], [-3.145, -1.167, -0.742], [3.799, 0.805, -0.876], [-3.669, -3.310, -0.139], [-2.505, 0.005, 0.789], [-0.149, 2.951, -0.930], [2.780, 0.488, 3.628], [-3.523, -3.848, 1.966], [3.922, 0.943, -3.006], [1.459, 0.697, -3.305], [-0.156, 2.634, -2.697], [-2.754, -1.489, 2.541], [-3.972, -4.296, -0.473], [4.862, 0.926, -0.714]], "nbo_charge": [0.13, 0.14, 0.84, -0.09, -0.20, -0.88, -0.45, -0.50, -0.47, -0.61, 0.08, -0.19, 0.13, -0.29, -0.34, -0.22, 0.08, -0.26, 0.43, -0.11, 0.28, -0.11, 0.14, 0.49, 0.19, 0.24, 0.24, 0.23, 0.21, 0.19, 0.24, 0.21, 0.23], "relative_energy_kcal_mol": 20.6, "homo_energy_ev": [-7.6, -7.6], "gap_ev": [7.04, 7.03], "energy_ha": -3741.072717}

[2]
{"formula": "C13H44N4O9", "method": "ωB97M-V/def2-TZVPD", "symbols": ["O", "O", "O", "O", "O", "O", "O", "O", "O", "N", "N", "N", "N", "C", "C", "C", "C", "C", "C", "C", "C", "C", "C", "C", "C", "C", "H", "H", "H", "H", "H", "H", "H", "H", "H", "H", "H", "H", "H", "H", "H", "H", "H", "H", "H", "H", "H", "H", "H", "H", "H", "H", "H", "H", "H", "H", "H", "H", "H", "H", "H", "H", "H", "H", "H", "H", "H", "H", "H", "H"], "positions_angstrom": [[2.870, 1.174, 2.474], [-1.268, -0.740, 3.096], [-3.490, 0.523, 1.983], [-1.439, 0.412, 0.131], [4.168, 1.924, 0.307], [-0.787, -0.381, -2.479], [-2.934, 1.052, -2.669], [-0.798, -2.861, -0.943], [2.602, -2.239, 2.765], [2.654, -2.911, 0.532], [-3.252, -1.889, 3.256], [0.752, -2.219, 1.450], [-1.464, -3.107, 2.731], [4.335, 1.449, -1.836], [0.791, 1.345, -2.854], [-2.166, -2.721, -0.714], [2.932, 3.330, -1.032], [0.367, -0.150, -2.856], [1.343, -0.904, -1.984], [-1.981, -1.938, 3.000], [-0.527, 1.224, 0.763], [3.428, 1.947, -0.693], [-3.469, 2.157, -1.941], [-4.488, 0.074, 1.093], [2.038, -2.479, 1.578], [1.830, 1.421, 3.400], [-3.297, 1.071, -3.593], [-2.666, -3.468, -1.280], [-2.584, -1.787, -1.095], [-2.644, 0.413, 1.497], [0.464, -0.521, -3.896], [-1.469, 0.290, -2.812], [1.244, 0.488, 3.487], [2.440, 1.747, 4.254], [-0.443, -3.165, 2.505], [3.956, 1.688, -2.859], [-0.542, 2.217, 0.288], [3.599, 0.640, 2.881], [-3.590, -0.928, 3.069], [3.657, 1.706, 1.078], [0.723, 1.736, -1.875], [1.237, -2.004, -2.132], [-4.482, 1.886, -1.621], [-0.496, -2.193, -1.585], [-1.146, 0.282, -0.765], [-4.416, 0.442, 0.088], [-5.496, 0.391, 1.449], [2.136, -3.132, -0.281], [0.383, -1.538, 2.094], [1.344, -0.753, -0.870], [-2.121, -3.863, 2.433], [3.688, -3.048, 0.551], [0.119, 1.868, -3.538], [-2.514, -2.758, 0.290], [-0.935, 1.397, 1.759], [0.417, 0.680, 0.874], [1.081, 2.093, 3.040], [5.355, 1.805, -1.809], [0.201, -2.426, 0.598], [3.753, 4.052, -0.821], [2.506, 1.342, -0.554], [2.260, -0.662, -2.421], [2.097, 3.522, -0.389], [-3.348, 3.086, -2.497], [1.785, 1.402, -3.267], [4.254, 0.408, -1.888], [-4.502, -1.055, 0.994], [-2.841, 2.301, -1.081], [2.625, 3.538, -2.090], [-3.836, -2.671, 3.233]], "nbo_charge": [-0.77, -0.80, -0.75, -0.77, -0.72, -0.76, -0.75, -0.76, -0.75, -0.81, -0.83, -0.90, -0.83, -0.62, -0.64, -0.25, -0.64, 0.13, -0.65, 0.76, -0.27, 0.12, -0.25, -0.26, 0.76, -0.25, 0.48, 0.16, 0.18, 0.52, 0.12, 0.52, 0.20, 0.18, 0.45, 0.18, 0.16, 0.50, 0.45, 0.51, 0.21, 0.19, 0.18, 0.51, 0.49, 0.17, 0.18, 0.39, 0.45, 0.23, 0.39, 0.42, 0.20, 0.17, 0.20, 0.18, 0.18, 0.22, 0.42, 0.21, 0.13, 0.22, 0.19, 0.18, 0.22, 0.20, 0.15, 0.20, 0.20, 0.38], "relative_energy_kcal_mol": 29.8, "homo_energy_ev": -8.9, "smiles": "NC(N)=O.NC(N)=O.CC(C)O.CC(C)O.CO.CO.CO.CO.CO", "gap_ev": 8.94, "energy_ha": -1417.742016}

[3]
{"formula": "C5H4Cl2NPS", "method": "ωB97M-V/def2-TZVPD", "symbols": ["Cl", "Cl", "S", "P", "N", "C", "C", "C", "C", "C", "H", "H", "H", "H"], "positions_angstrom": [[3.490, 1.575, -0.430], [3.227, -0.298, 2.022], [3.467, -1.498, -1.207], [2.718, -0.216, 0.092], [-0.174, 0.604, 1.189], [-2.276, 0.312, 0.176], [0.321, -0.005, 0.197], [-1.650, -0.371, -0.890], [-0.277, -0.646, -0.866], [-1.466, 0.790, 1.225], [0.069, -1.249, -1.639], [-2.280, -0.873, -1.756], [-1.773, 1.463, 1.915], [-3.395, 0.414, -0.027]], "nbo_charge": [-0.24, -0.22, -0.49, 0.89, -0.44, -0.27, 0.25, -0.14, -0.31, 0.05, 0.26, 0.23, 0.20, 0.24], "relative_energy_kcal_mol": 37.4, "homo_energy_ev": -8.8, "gap_ev": 8.54, "energy_ha": -1907.598065}

[4]
{"formula": "C18H44IN4O5", "method": "ωB97M-V/def2-TZVPD", "symbols": ["I", "O", "O", "O", "O", "O", "N", "N", "N", "N", "C", "C", "C", "C", "C", "C", "C", "C", "C", "C", "C", "C", "C", "C", "C", "C", "C", "C", "H", "H", "H", "H", "H", "H", "H", "H", "H", "H", "H", "H", "H", "H", "H", "H", "H", "H", "H", "H", "H", "H", "H", "H", "H", "H", "H", "H", "H", "H", "H", "H", "H", "H", "H", "H", "H", "H", "H", "H", "H", "H", "H", "H"], "positions_angstrom": [[-0.830, 2.707, -1.572], [0.590, 7.736, 2.512], [-4.657, -1.340, 3.856], [-1.842, -4.752, -0.407], [5.006, 0.785, -4.757], [2.233, -5.479, -3.576], [-1.120, 0.618, 2.846], [-1.612, -0.606, 2.560], [-1.508, 0.530, 0.713], [-0.600, 2.565, 1.558], [-1.829, -0.636, 1.230], [-5.405, -3.249, 2.536], [-3.834, -0.215, -0.937], [-0.502, 3.445, 0.386], [-1.044, 1.328, 1.698], [-2.331, -1.776, 0.453], [1.765, 7.801, 3.321], [3.447, -4.731, -3.588], [3.388, -3.608, -4.606], [-3.488, -1.442, -0.477], [-5.719, -1.855, 3.043], [0.919, 4.087, 0.490], [-0.500, -5.068, -0.019], [3.404, 0.035, -3.092], [1.418, 4.801, -0.769], [4.862, 0.289, -3.431], [1.759, 6.725, 4.391], [0.381, -5.307, -1.230], [4.281, -5.404, -3.809], [-3.863, -1.311, 3.318], [-2.173, -5.496, -0.919], [-4.820, 0.198, -0.739], [-2.607, -2.643, 1.046], [-6.612, -1.869, 3.663], [-0.514, -5.954, 0.622], [2.109, -5.844, -4.457], [-4.497, -3.246, 1.929], [2.553, -2.941, -4.387], [-0.312, 3.009, 2.418], [1.616, 3.280, 0.730], [-0.882, 0.907, 3.781], [0.399, -4.435, -1.882], [2.208, 5.484, -0.448], [-5.232, -3.928, 3.371], [1.897, 4.137, -1.479], [1.828, 8.793, 3.777], [4.312, -3.027, -4.608], [2.618, 7.675, 2.656], [-0.168, 7.861, 3.091], [1.693, 5.735, 3.934], [1.402, -5.540, -0.931], [5.300, 1.011, -2.732], [3.587, -4.332, -2.583], [-1.771, -1.352, 3.218], [2.822, 0.957, -3.170], [-1.489, -2.109, -0.173], [3.300, -0.357, -2.078], [0.894, 6.837, 5.048], [-0.131, -4.226, 0.570], [-1.181, 4.279, 0.547], [-3.159, 0.438, -1.481], [-4.077, -2.303, -0.785], [2.663, 6.770, 4.999], [0.647, 5.417, -1.225], [5.436, -0.635, -3.372], [-5.889, -1.169, 2.207], [3.228, -4.006, -5.611], [2.971, -0.679, -3.792], [0.972, 4.802, 1.314], [-6.222, -3.639, 1.930], [-0.004, -6.140, -1.821], [4.514, 1.609, -4.821]], "lowdin_charge": [1.00, -0.09, -0.09, -0.10, -0.08, -0.10, 0.15, 0.13, 0.17, 0.07, -0.26, -0.08, 0.01, -0.70, -0.32, -0.11, -0.32, -0.31, -0.09, -0.13, -0.30, -0.30, -0.31, -0.09, -0.17, -0.32, -0.09, -0.10, 0.11, 0.02, 0.09, 0.07, 0.10, 0.12, 0.11, 0.09, 0.04, 0.06, 0.16, 0.11, 0.19, 0.07, 0.08, 0.08, 0.05, 0.11, 0.07, 0.11, 0.08, 0.06, 0.08, 0.11, 0.11, 0.18, 0.06, 0.13, 0.07, 0.07, 0.10, 0.09, 0.01, 0.11, 0.08, 0.07, 0.11, 0.11, 0.08, 0.06, 0.10, 0.08, 0.08, 0.08], "homo_energy_ev": -11.0, "total_charge": 1, "gap_ev": 8.28, "energy_ha": -1604.755964}